(1)
C26H55N2O8 | ωB97M-V/def2-TZVPD

The multiplicity is 2. The largest force on an atom is 0.017 hartree/bohr. The expectation value of S² is 0.7542. The value obtained for the HOMO-LUMO gap (alpha / beta) is 8.5867 / 9.6215 eV. The LUMO energy (alpha / beta) comes out at 0.6 / 0.6 eV.

Geometry (Å):
C -1.73 -2.20 5.63
N -1.20 -2.09 4.27
C -0.87 -3.39 3.70
C -1.71 -1.05 3.51
O -2.09 -0.03 4.05
C -1.72 -1.11 2.00
C -3.12 -1.19 1.33
C -2.87 -1.00 -0.17
C -4.03 -0.02 1.81
C -5.24 -0.29 2.75
C -5.19 0.62 3.98
C -6.56 0.00 2.02
N -5.19 -1.70 3.24
O -4.53 -1.86 4.33
C -5.02 -2.82 2.28
C -4.98 -4.12 3.07
C -6.19 -2.92 1.29
C -3.69 -2.63 1.53
H -2.23 -1.27 5.88
H -0.93 -2.39 6.34
H -2.45 -3.02 5.67
H -1.75 -4.04 3.62
H -0.16 -3.88 4.37
H -0.39 -3.30 2.74
H -1.12 -1.92 1.59
H -1.25 -0.18 1.67
H -2.05 -1.63 -0.52
H -2.61 0.04 -0.39
H -3.77 -1.25 -0.74
H -4.43 0.47 0.91
H -3.39 0.71 2.30
H -4.19 0.69 4.38
H -5.54 1.61 3.69
H -5.86 0.24 4.75
H -6.63 -0.49 1.05
H -7.41 -0.30 2.62
H -6.62 1.07 1.84
H -5.91 -4.26 3.63
H -4.88 -4.95 2.37
H -4.15 -4.14 3.76
H -6.09 -2.25 0.43
H -6.24 -3.94 0.91
H -7.14 -2.71 1.78
H -2.94 -3.23 2.04
H -3.81 -3.08 0.55
C 2.48 -1.00 2.16
O 2.16 -1.28 0.82
C 2.05 -0.15 -0.02
C 2.76 -0.34 -1.34
O 4.17 -0.42 -1.27
C 4.79 -1.57 -0.72
C 4.68 -2.82 -1.56
O 3.37 -3.34 -1.60
C 2.94 -3.77 -2.87
H 1.59 -0.69 2.73
H 2.87 -1.92 2.61
H 3.24 -0.22 2.25
H 2.45 0.74 0.48
H 0.99 0.04 -0.24
H 2.57 0.56 -1.92
H 2.33 -1.19 -1.89
H 4.45 -1.77 0.30
H 5.85 -1.32 -0.67
H 5.35 -3.57 -1.11
H 5.05 -2.61 -2.57
H 3.28 -3.10 -3.66
H 1.85 -3.77 -2.86
H 3.28 -4.79 -3.09
C 4.59 1.83 -3.98
O 4.33 3.13 -3.49
C 5.49 3.89 -3.19
C 5.39 5.30 -3.74
O 5.42 5.40 -5.15
C 4.25 5.07 -5.88
C 3.16 6.11 -5.84
O 2.55 6.20 -4.56
C 2.31 7.51 -4.10
H 4.80 1.13 -3.17
H 3.69 1.50 -4.50
H 5.42 1.83 -4.69
H 6.38 3.41 -3.59
H 5.61 3.97 -2.10
H 6.30 5.82 -3.41
H 4.53 5.82 -3.31
H 3.86 4.09 -5.60
H 4.58 5.02 -6.92
H 2.40 5.83 -6.58
H 3.57 7.08 -6.13
H 3.13 8.18 -4.35
H 2.22 7.46 -3.01
H 1.38 7.92 -4.51

(2)
C26H55NO3P2Ru | ωB97M-V/def2-TZVPD

The multiplicity is 5. The largest force on an atom is 0.200 hartree/bohr. The expectation value of S² is 6.0172. As for the charge: +4. The value obtained for the HOMO-LUMO gap (alpha / beta) is 6.6302 / 5.6492 eV. The LUMO energy (alpha / beta) comes out at -13.8 / -15.4 eV.

Geometry (Å):
Ru 1.42 0.49 -1.84
C 2.08 0.58 -3.54
O 2.41 0.57 -4.67
C 1.72 2.25 -1.37
O 1.72 3.38 -1.03
P -1.33 0.62 -1.95
C -2.56 1.44 -0.80
H -3.36 1.85 -1.44
C -1.29 1.98 -3.25
H -0.39 2.55 -2.90
C -2.34 -0.76 -2.74
H -2.59 -1.65 -1.88
C 2.87 -2.43 -0.89
P 2.73 -0.65 -0.42
H 3.53 -0.65 1.84
H 1.98 -2.88 -0.41
C 4.48 0.01 -0.52
H 5.15 -0.76 -0.09
C -1.00 1.49 -4.67
H -1.87 0.99 -5.14
H -0.10 0.86 -4.73
H -0.80 2.39 -5.25
C -2.48 2.97 -3.30
H -2.23 3.68 -4.10
H -2.60 3.54 -2.37
H -3.42 2.47 -3.58
C -3.63 -0.25 -3.42
H -4.29 0.30 -2.73
H -4.19 -1.14 -3.74
H -3.49 0.35 -4.33
C -1.46 -1.51 -3.74
H -1.95 -2.45 -4.01
H -0.47 -1.75 -3.34
H -1.31 -0.98 -4.69
C -3.34 0.60 0.23
H -3.98 -0.19 -0.21
H -4.01 1.30 0.77
H -2.68 0.15 0.99
C -1.86 2.59 -0.07
H -1.10 2.20 0.62
H -2.61 3.16 0.51
H -1.38 3.28 -0.76
C 4.13 -3.14 -0.36
H 4.29 -3.00 0.72
H 5.03 -2.80 -0.89
H 4.02 -4.22 -0.53
C 2.71 -2.65 -2.39
H 3.62 -2.39 -2.95
C 1.71 0.50 1.94
H 1.87 -2.06 -2.79
H 2.50 -3.72 -2.56
C 1.86 -2.00 2.01
H 0.63 0.36 1.74
H 1.84 0.62 3.02
H 2.01 1.44 1.45
C 2.50 -0.71 1.45
H 2.07 -2.05 3.08
H 2.27 -2.91 1.56
H 0.78 -1.99 1.88
C 4.64 1.31 0.28
H 3.92 2.06 -0.06
H 5.65 1.72 0.13
H 4.51 1.16 1.37
C 4.87 0.27 -1.98
H 4.78 -0.63 -2.61
H 5.91 0.62 -2.03
H 4.23 1.05 -2.40
H -2.03 -1.48 1.47
H -3.24 -1.27 -1.35
O -1.46 -1.74 2.20
C -1.86 -1.28 3.40
C -0.97 -1.47 4.52
C -0.42 -0.14 5.07
C -1.43 0.61 5.92
C -2.67 1.08 5.15
C -3.57 -0.04 4.69
N -3.06 -0.72 3.47
H -0.14 -2.12 4.19
H -1.53 -1.99 5.31
H 0.46 -0.37 5.69
H -0.07 0.49 4.24
H -1.75 -0.02 6.76
H -0.93 1.49 6.36
H -3.26 1.73 5.83
H -2.38 1.72 4.31
H -3.71 -0.78 5.49
H -4.57 0.36 4.44
H -3.73 -0.92 2.72

(3)
C26H56Br22N4O8 | ωB97M-V/def2-TZVPD

The multiplicity is 1. The largest force on an atom is 0.074 hartree/bohr. As for the energy relative to the best compared isomer or geometry (same formula, charge and spin): 0.0 kJ/mol. The value obtained for the HOMO-LUMO gap is 9.5142 eV. The LUMO energy comes out at -0.4 eV.

Geometry (Å):
Br -4.59 2.45 -3.74
C -3.95 4.26 -3.34
C -2.42 4.27 -3.09
Br -1.90 6.14 -3.36
H -4.43 4.60 -2.49
H -4.19 4.88 -4.23
H -1.87 3.73 -3.83
H -2.23 3.88 -2.10
Br -1.10 -4.10 -2.81
C 0.68 -3.73 -2.11
C 1.11 -4.93 -1.31
Br 2.77 -4.44 -0.50
H 0.66 -2.84 -1.48
H 1.35 -3.54 -2.96
H 1.18 -5.89 -1.84
H 0.47 -5.08 -0.43
Br -0.34 -4.58 2.88
C -0.07 -4.63 4.85
C -1.37 -5.36 5.28
Br -1.02 -5.89 7.15
H 0.00 -3.56 5.15
H 0.86 -5.10 5.05
H -1.60 -6.29 4.79
H -2.23 -4.78 5.15
Br 6.97 4.60 -0.05
C 7.23 2.81 -0.78
C 7.29 2.96 -2.28
Br 7.60 1.07 -2.82
H 6.39 2.18 -0.45
H 8.21 2.54 -0.49
H 8.20 3.47 -2.56
H 6.35 3.26 -2.86
Br 3.12 -3.21 -5.22
C 3.53 -5.13 -5.36
C 4.12 -5.65 -4.10
Br 5.80 -4.73 -3.75
H 4.11 -5.14 -6.28
H 2.62 -5.56 -5.58
H 4.34 -6.71 -4.06
H 3.63 -5.59 -3.09
Br 2.23 3.20 -0.91
C 1.29 4.60 0.17
C 1.06 5.85 -0.54
Br -0.16 6.94 0.58
H 1.93 4.70 1.02
H 0.36 4.08 0.49
H 0.44 5.66 -1.38
H 1.92 6.36 -0.93
Br -5.82 0.23 1.21
C -4.79 1.96 1.25
C -3.39 1.54 1.14
Br -2.22 3.14 0.82
H -5.01 2.53 2.16
H -5.24 2.49 0.42
H -3.24 0.82 0.31
H -2.98 1.19 2.02
Br -2.55 -1.65 4.23
C -3.76 -2.83 3.34
C -5.17 -2.41 3.61
Br -6.43 -3.45 2.55
H -3.44 -3.82 3.71
H -3.53 -2.76 2.32
H -5.31 -1.33 3.34
H -5.50 -2.59 4.63
Br -0.05 -0.32 -2.39
C -1.51 -0.63 -3.71
C -0.92 -0.96 -5.00
Br -2.32 -0.96 -6.43
H -2.21 0.26 -3.60
H -2.13 -1.41 -3.31
H -0.43 -1.87 -5.02
H -0.28 -0.13 -5.39
Br 5.30 -1.54 1.09
C 3.78 -2.13 2.14
C 3.55 -1.16 3.27
Br 2.23 -2.01 4.56
H 4.02 -3.12 2.45
H 3.05 -2.14 1.39
H 3.17 -0.23 2.86
H 4.43 -0.92 3.92
Br 3.63 2.53 5.06
C 1.71 2.84 4.47
C 0.78 2.72 5.68
Br -1.10 2.97 4.93
H 1.60 2.15 3.62
H 1.80 3.89 4.12
H 0.91 3.52 6.32
H 0.73 1.73 6.10
C -4.92 -2.84 -0.85
N -3.84 -1.82 -0.85
O -2.93 -1.85 -0.03
O -3.92 -1.00 -1.77
H -4.37 -3.74 -0.77
H -5.51 -2.80 -1.75
H -5.54 -2.63 0.08
C 3.54 -0.99 -2.45
N 3.28 0.10 -3.49
O 3.38 1.28 -3.13
O 3.01 -0.31 -4.62
H 2.55 -1.17 -2.03
H 4.15 -0.57 -1.64
H 3.87 -1.87 -2.97
C -3.92 7.28 0.67
N -4.74 6.12 0.38
O -5.12 5.98 -0.77
O -4.96 5.33 1.29
H -2.91 6.97 1.04
H -4.27 7.72 1.61
H -3.90 7.88 -0.23
C -0.37 -1.15 1.28
N 0.86 -0.24 1.13
O 0.78 0.83 1.73
O 1.78 -0.56 0.44
H -0.40 -1.26 2.36
H -0.09 -2.12 0.89
H -1.19 -0.72 0.77

What are the total energy values for these records? In order: -1734.89711, -2079.99941, -58473.13145 a.u..